Computed, not measured: a 2-piece molecular cluster, C4H13N4O overall, with ωB97M-V with the def2-TZVPD basis set.

Summary:
LUMO (alpha / beta)	0.9 / 0.8	eV
E_HOMO (alpha / beta)	-3.39 / -8.67	eV
spin multiplicity	2
HOMO-LUMO gap (alpha / beta)	4.3 / 9.4	eV
ΔE to the lowest compared entry with this formula, charge and spin	21.50	kcal/mol

Structure (XYZ):
```
22
Properties=species:S:1:pos:R:3:mulliken_spin:R:1
C 2.0084 -2.1084 0.0849 0.028
C 1.7026 -0.7439 0.6972 0.301
O 0.5253 -0.5835 1.0615 -0.142
N 2.6761 0.0456 1.2602 0.018
H 2.1253 -2.8298 0.8925 -0.001
H 2.8969 -1.9651 -0.5342 -0.009
H 2.4238 0.7625 1.9203 -0.014
H 3.4780 0.3388 0.7276 0.003
H 1.1402 -2.3762 -0.5032 0.007
C -0.9993 1.6686 -1.8695 -0.014
C -1.4899 0.2867 0.1210 0.622
N -1.0590 0.3750 -1.1883 0.074
N -1.7391 1.4916 0.7687 0.050
N -2.1063 -0.8165 0.6397 0.044
H -0.8334 -0.3939 -1.7827 -0.008
H -1.0965 2.2524 0.8590 0.012
H -2.4198 1.3814 1.4996 -0.022
H -1.8167 -1.1565 1.5458 0.029
H -2.3975 -1.5337 -0.0010 -0.003
H -0.5263 1.4954 -2.8301 0.009
H -0.4707 2.4156 -1.2856 0.002
H -2.0222 1.9936 -2.0834 0.015
```